{
  "formula": "CH4NOS",
  "method": "the ωB97M-V functional and the def2-TZVPD basis",
  "gap_ev": 6.70,
  "relative_energy_kcal_mol": 9.45,
  "e_homo_ev": -2.86,
  "total_charge": -1,
  "largest_force_ev_per_a": 4.1,
  "symbols": ["S", "H", "C", "N", "O", "H", "H", "H"],
  "positions_angstrom": [[-2.00, -2.51, -0.07], [-2.10, -2.98, -1.37], [0.87, 1.45, -0.06], [0.53, 0.28, 0.54], [1.62, 2.32, 0.28], [0.38, 1.65, -1.01], [0.90, -0.01, 1.47], [-0.22, -0.20, 0.21]],
  "mulliken_charge": [-0.89, -0.05, 0.04, -0.23, -0.56, 0.30, 0.21, 0.17]
}


{
  "formula": "C14H37N4NaO6",
  "method": "the ωB97M-V functional and the def2-TZVPD basis",
  "gap_ev": 5.15,
  "e_homo_ev": -5.11,
  "largest_force_ev_per_a": 2.7,
  "symbols": ["Na", "C", "O", "H", "H", "H", "C", "O", "C", "C", "N", "C", "C", "O", "C", "H", "H", "H", "H", "H", "H", "H", "H", "H", "H", "H", "H", "H", "H", "H", "C", "O", "C", "C", "N", "C", "C", "O", "C", "H", "H", "H", "H", "H", "H", "H", "H", "H", "H", "H", "H", "H", "H", "H", "C", "O", "N", "N", "H", "H", "H", "H"],
  "positions_angstrom": [[-0.71, -0.68, 1.26], [0.75, -2.75, 5.26], [-0.02, -2.74, 4.11], [1.80, -2.62, 5.00], [0.54, -2.02, 6.04], [0.69, -3.74, 5.73], [2.52, 2.05, -3.29], [2.52, 2.21, -1.88], [1.27, 2.82, -1.44], [1.32, 3.10, 0.04], [1.52, 1.85, 0.76], [1.78, 2.07, 2.20], [0.60, 2.66, 3.04], [-0.63, 2.09, 2.61], [-1.72, 2.83, 3.13], [3.54, 2.11, -3.67], [1.89, 2.72, -3.87], [2.22, 1.05, -3.61], [0.49, 2.06, -1.56], [0.90, 3.72, -1.94], [0.41, 3.66, 0.29], [2.22, 3.69, 0.21], [2.23, 1.38, 0.22], [2.69, 2.67, 2.32], [1.97, 1.11, 2.70], [0.59, 3.74, 2.89], [0.67, 2.60, 4.13], [-1.70, 3.81, 2.66], [-1.50, 2.99, 4.19], [-2.71, 2.44, 2.90], [3.73, -1.50, -2.00], [2.89, -1.32, -0.88], [2.20, -2.44, -0.38], [1.17, -2.90, -1.43], [0.26, -1.80, -1.77], [-0.87, -2.30, -2.52], [-1.50, -1.05, -3.16], [-0.63, -0.46, -4.13], [-1.24, 0.71, -4.77], [4.41, -0.69, -2.29], [3.21, -1.75, -2.93], [4.43, -2.31, -1.80], [1.59, -2.05, 0.44], [2.71, -3.38, -0.15], [0.77, -3.83, -1.04], [1.65, -3.27, -2.33], [0.72, -1.12, -2.35], [-1.51, -2.80, -1.79], [-0.54, -3.01, -3.28], [-1.73, -0.28, -2.42], [-2.37, -1.42, -3.69], [-0.71, 1.10, -5.64], [-1.34, 1.51, -4.04], [-2.24, 0.47, -5.14], [-4.83, -1.24, 1.96], [-4.19, -0.91, 1.00], [-4.34, -1.77, 3.07], [-6.17, -1.15, 1.97], [-3.35, -1.93, 3.25], [-5.01, -1.76, 3.83], [-6.60, -0.72, 1.16], [-6.73, -1.49, 2.74]],
  "mulliken_charge": [0.75, -0.72, -0.80, 0.18, 0.21, 0.24, -0.76, -0.35, -0.46, -0.69, 0.06, -0.98, -0.76, -0.08, -0.85, 0.28, 0.35, 0.20, 0.18, 0.49, 0.33, 0.35, 0.10, 0.43, 0.40, 0.45, 0.50, 0.31, 0.33, 0.23, -0.88, -0.19, -0.34, -1.04, 0.19, -0.73, -0.60, -0.34, -0.76, 0.30, 0.31, 0.35, 0.05, 0.40, 0.55, 0.42, -0.05, 0.40, 0.33, 0.31, 0.48, 0.26, 0.28, 0.34, 0.68, -0.61, -0.34, -0.42, 0.18, 0.16, 0.22, 0.15]
}


{
  "formula": "H35O18",
  "method": "the ωB97M-V functional and the def2-TZVPD basis",
  "gap_ev": 7.66,
  "relative_energy_kcal_mol": 94.72,
  "e_homo_ev": -5.39,
  "total_charge": -1,
  "largest_force_ev_per_a": 6.7,
  "symbols": ["O", "H", "H", "O", "H", "O", "H", "H", "O", "H", "H", "O", "H", "H", "O", "H", "H", "O", "H", "H", "O", "H", "H", "O", "H", "H", "O", "H", "H", "O", "H", "H", "O", "H", "H", "O", "H", "H", "O", "H", "H", "O", "H", "H", "O", "H", "H", "O", "H", "H", "O", "H", "H"],
  "positions_angstrom": [[0.07, 0.37, -1.92], [0.62, -2.47, -2.27], [0.91, 1.28, -5.66], [-4.16, 0.17, 1.35], [1.30, 3.15, -3.59], [-2.48, -2.67, 2.70], [-2.96, -1.80, 2.49], [-2.56, -2.61, 3.62], [-1.55, -1.29, -4.33], [-1.37, 1.06, 1.42], [-0.81, -1.69, -3.92], [4.36, 0.45, -2.74], [4.13, -0.45, -2.84], [-0.58, -0.17, -2.39], [-0.27, -2.79, 4.29], [-0.25, -3.53, 1.07], [-0.64, -1.90, 4.40], [1.01, -1.78, -2.78], [-2.97, 2.15, -0.89], [0.83, -0.95, -2.45], [0.33, -2.91, 1.60], [-3.78, -0.65, 4.54], [-1.46, 2.27, -0.79], [3.73, 1.00, 4.99], [2.70, 0.97, 5.14], [3.95, 0.56, 4.17], [1.73, -0.68, -0.28], [2.04, -0.66, -1.19], [-4.91, -0.33, 1.02], [-2.24, 1.82, -0.41], [1.09, 3.36, 4.26], [0.29, -2.13, 0.92], [1.80, 2.86, 4.63], [2.56, 2.86, 4.15], [-1.61, -0.44, -4.70], [1.66, 3.80, -2.99], [-3.32, -0.32, 1.14], [-0.64, -3.16, 3.30], [0.32, 1.51, -4.95], [4.91, 0.84, -3.41], [0.48, 1.12, -4.11], [-0.43, 1.23, 1.30], [1.23, 0.07, -0.08], [-0.42, 1.12, 0.31], [-1.98, -1.17, 0.44], [1.52, 3.44, -2.11], [-1.32, -0.45, 0.59], [2.65, 1.00, -4.47], [2.59, 0.49, -3.64], [2.52, 1.92, -4.36], [-4.33, -1.05, 3.80], [-4.30, -0.74, 2.96], [-1.64, -1.80, 1.08]],
  "mulliken_charge": [-0.78, 0.30, 0.34, -0.75, 0.33, -0.67, 0.29, 0.30, -0.65, 0.27, 0.32, -0.66, 0.34, 0.07, -0.68, 0.35, 0.26, -0.68, 0.25, 0.32, -0.62, 0.32, 0.21, -0.70, 0.37, 0.32, -0.62, 0.22, 0.33, -0.55, 0.30, 0.28, -0.61, 0.32, 0.29, -0.68, 0.50, 0.44, -0.68, 0.30, 0.35, -0.65, 0.33, 0.19, -0.65, 0.34, 0.44, -0.70, 0.44, 0.29, -0.70, 0.40, 0.30]
}


{
  "formula": "C4H13NO2",
  "method": "the ωB97M-V functional and the def2-TZVPD basis",
  "smiles": "C=NCCC.O.O",
  "gap_ev": 10.62,
  "relative_energy_kcal_mol": 41.84,
  "e_homo_ev": -9.97,
  "largest_force_ev_per_a": 2.6,
  "symbols": ["C", "N", "C", "C", "C", "H", "H", "H", "H", "H", "H", "H", "H", "H", "O", "H", "H", "O", "H", "H"],
  "positions_angstrom": [[0.15, 1.95, -0.93], [0.18, 0.83, -0.36], [0.55, -0.38, -1.04], [1.47, -1.18, -0.12], [1.62, -2.61, -0.55], [0.67, 2.23, -1.86], [-0.31, 2.80, -0.46], [-0.29, -0.96, -1.44], [1.08, -0.23, -2.02], [2.50, -0.80, -0.09], [1.05, -0.98, 0.87], [2.46, -3.17, -0.12], [0.80, -3.33, -0.48], [2.02, -2.60, -1.58], [-3.13, -1.75, 0.91], [-3.41, -0.86, 0.79], [-2.25, -1.70, 0.54], [-0.25, 3.23, 1.74], [0.05, 2.37, 1.44], [-1.07, 3.54, 1.41]],
  "mulliken_charge": [-0.17, -0.28, -0.68, -0.31, -1.20, 0.24, 0.15, 0.31, 0.40, 0.24, 0.33, 0.35, 0.33, 0.28, -0.64, 0.32, 0.32, -0.67, 0.36, 0.30]
}


{
  "formula": "C18H41INbO5",
  "method": "the ωB97M-V functional and the def2-TZVPD basis",
  "gap_ev": 6.53,
  "e_homo_ev": -4.45,
  "total_charge": -1,
  "largest_force_ev_per_a": 1.7,
  "symbols": ["C", "C", "C", "Nb", "I", "H", "H", "H", "H", "H", "H", "H", "H", "H", "H", "H", "C", "C", "O", "C", "H", "H", "H", "H", "H", "H", "C", "C", "O", "C", "H", "H", "H", "H", "H", "H", "C", "C", "O", "C", "H", "H", "H", "H", "H", "H", "C", "C", "O", "C", "H", "H", "H", "H", "H", "H", "C", "C", "O", "C", "H", "H", "H", "H", "H", "H"],
  "positions_angstrom": [[0.13, 3.12, 1.13], [-0.59, 4.39, 1.49], [-1.70, 4.63, 0.49], [-3.66, 3.68, 1.28], [-1.95, 6.76, 0.18], [-0.57, 2.30, 1.07], [0.87, 2.90, 1.89], [0.68, 3.23, 0.20], [0.08, 5.23, 1.60], [-1.03, 4.24, 2.47], [-1.42, 4.23, -0.48], [-3.36, 2.42, -0.03], [-2.69, 2.49, 2.30], [-3.50, 4.73, 2.79], [-4.70, 4.85, 0.28], [-5.18, 2.79, 1.80], [-2.89, -1.25, 2.12], [-3.35, -0.80, 3.49], [-2.98, 0.24, 3.97], [-4.29, -1.74, 4.24], [-2.23, -0.49, 1.70], [-2.36, -2.20, 2.19], [-3.74, -1.38, 1.46], [-3.81, -2.71, 4.38], [-5.20, -1.89, 3.66], [-4.54, -1.31, 5.20], [-1.03, -2.13, -2.57], [-0.63, -2.06, -1.12], [-1.06, -1.22, -0.37], [0.36, -3.11, -0.65], [-1.73, -1.33, -2.79], [-0.14, -2.02, -3.20], [-1.48, -3.09, -2.80], [1.28, -3.03, -1.24], [-0.04, -4.11, -0.81], [0.58, -2.95, 0.40], [4.38, 0.97, -1.31], [3.14, 0.30, -1.88], [3.19, -0.33, -2.91], [1.88, 0.46, -1.07], [5.23, 0.80, -1.97], [4.20, 2.05, -1.22], [4.59, 0.58, -0.32], [1.63, 1.52, -0.98], [2.02, 0.06, -0.07], [1.07, -0.06, -1.56], [0.36, -3.21, -6.49], [1.24, -3.95, -5.50], [1.06, -3.88, -4.31], [2.37, -4.77, -6.09], [-0.40, -2.66, -5.95], [0.96, -2.52, -7.08], [-0.11, -3.92, -7.17], [3.04, -4.14, -6.67], [1.97, -5.54, -6.76], [2.93, -5.25, -5.29], [3.55, 1.37, 3.97], [2.38, 0.59, 3.41], [2.51, -0.18, 2.49], [1.04, 0.84, 4.05], [4.46, 1.12, 3.42], [3.36, 2.45, 3.87], [3.68, 1.15, 5.03], [0.76, 1.89, 3.96], [1.07, 0.60, 5.11], [0.27, 0.24, 3.56]],
  "mulliken_charge": [-0.58, -0.83, -1.15, -0.65, -0.07, 0.22, 0.05, 0.41, 0.59, 0.35, 0.51, 0.00, 0.15, 0.01, -0.03, 0.01, -0.73, 0.80, -0.51, -1.29, 0.00, 0.30, 0.42, 0.32, 0.33, 0.32, -1.02, 0.69, -0.44, -1.19, 0.37, 0.16, 0.43, 0.28, 0.42, 0.33, -1.15, 0.79, -0.59, -0.24, 0.33, 0.31, 0.28, 0.20, 0.31, -0.24, -1.07, 0.88, -0.48, -1.20, 0.23, 0.33, 0.35, 0.34, 0.34, 0.29, -1.25, 0.97, -0.56, -0.90, 0.32, 0.32, 0.36, 0.25, 0.43, 0.07]
}


{
  "formula": "C37H54F3O21S",
  "method": "the ωB97M-V functional and the def2-TZVPD basis",
  "gap_ev": 9.74,
  "relative_energy_kcal_mol": 60.62,
  "e_homo_ev": -7.97,
  "total_charge": -1,
  "largest_force_ev_per_a": 3.5,
  "symbols": ["C", "F", "F", "F", "S", "O", "O", "O", "O", "C", "O", "C", "C", "C", "H", "H", "H", "H", "H", "H", "O", "C", "O", "C", "C", "C", "H", "H", "H", "H", "H", "H", "O", "C", "O", "C", "C", "C", "H", "H", "H", "H", "H", "H", "O", "C", "O", "C", "C", "C", "H", "H", "H", "H", "H", "H", "O", "C", "O", "C", "C", "C", "H", "H", "H", "H", "H", "H", "O", "C", "O", "C", "C", "C", "H", "H", "H", "H", "H", "H", "O", "C", "O", "C", "C", "C", "H", "H", "H", "H", "H", "H", "O", "C", "O", "C", "C", "C", "H", "H", "H", "H", "H", "H", "O", "C", "O", "C", "C", "C", "H", "H", "H", "H", "H", "H"],
  "positions_angstrom": [[-3.15, -15.64, -9.85], [-4.13, -14.85, -10.35], [-3.31, -16.91, -10.29], [-1.93, -15.28, -10.34], [-3.14, -15.50, -7.93], [-1.76, -15.75, -7.54], [-3.51, -14.10, -7.62], [-4.06, -16.51, -7.46], [-4.26, -15.12, -14.97], [-3.57, -14.46, -14.19], [-2.19, -14.53, -14.12], [-1.65, -13.64, -13.15], [-2.87, -12.85, -12.63], [-4.10, -13.60, -13.09], [-1.00, -12.91, -13.62], [-0.96, -14.03, -12.40], [-2.99, -11.84, -13.02], [-2.87, -12.95, -11.54], [-4.94, -12.97, -13.38], [-4.49, -14.35, -12.40], [0.92, -12.81, -10.22], [-0.09, -12.18, -9.90], [-0.49, -11.10, -10.68], [-1.61, -10.45, -10.15], [-2.18, -11.36, -9.05], [-1.02, -12.34, -8.76], [-2.40, -10.42, -10.91], [-1.35, -9.45, -9.80], [-3.12, -11.88, -9.27], [-2.47, -10.75, -8.19], [-1.39, -13.37, -8.76], [-0.46, -12.21, -7.83], [-9.91, -13.39, -5.56], [-8.89, -13.99, -5.85], [-8.08, -13.49, -6.81], [-6.95, -14.29, -7.10], [-6.77, -15.06, -5.76], [-8.25, -15.24, -5.32], [-6.11, -13.61, -7.20], [-7.10, -14.93, -7.97], [-6.15, -14.35, -5.22], [-6.23, -16.00, -5.91], [-8.29, -15.34, -4.23], [-8.66, -16.14, -5.79], [0.26, -12.26, -5.06], [-0.80, -12.87, -4.89], [-1.94, -12.14, -4.78], [-3.03, -12.98, -4.57], [-2.48, -14.31, -4.21], [-1.06, -14.35, -4.70], [-3.55, -13.06, -5.52], [-3.65, -12.56, -3.78], [-3.00, -15.22, -4.53], [-2.57, -14.42, -3.13], [-1.11, -14.78, -5.70], [-0.30, -14.82, -4.07], [-6.80, -17.35, -2.61], [-5.86, -17.80, -3.24], [-4.62, -17.19, -3.16], [-3.76, -17.64, -4.22], [-4.38, -18.92, -4.60], [-5.89, -18.91, -4.23], [-2.71, -17.79, -3.96], [-3.76, -17.00, -5.10], [-3.90, -19.73, -4.05], [-4.30, -19.20, -5.65], [-6.34, -19.82, -3.83], [-6.47, -18.63, -5.11], [-8.91, -19.41, -6.21], [-8.36, -19.08, -7.25], [-7.67, -17.91, -7.43], [-7.04, -17.89, -8.66], [-7.75, -18.96, -9.45], [-8.35, -19.93, -8.51], [-5.96, -18.04, -8.60], [-7.16, -16.89, -9.06], [-7.02, -19.38, -10.14], [-8.50, -18.42, -10.02], [-7.57, -20.67, -8.35], [-9.31, -20.40, -8.73], [-7.90, -12.11, -12.71], [-7.12, -11.80, -11.83], [-6.34, -10.75, -11.90], [-5.76, -10.42, -10.60], [-6.40, -11.33, -9.60], [-6.79, -12.50, -10.55], [-5.81, -9.37, -10.31], [-4.68, -10.56, -10.71], [-7.29, -10.87, -9.16], [-5.63, -11.64, -8.89], [-7.64, -13.03, -10.11], [-6.02, -13.27, -10.61], [2.67, -18.20, -9.77], [1.96, -17.76, -10.65], [2.38, -17.09, -11.75], [1.30, -16.32, -12.32], [0.17, -17.23, -11.98], [0.47, -17.60, -10.50], [1.40, -16.08, -13.38], [1.24, -15.34, -11.84], [0.07, -18.13, -12.58], [-0.87, -16.93, -12.07], [0.03, -18.52, -10.13], [0.15, -16.83, -9.80], [1.05, -17.74, -4.21], [0.68, -18.52, -5.08], [1.54, -19.43, -5.55], [1.20, -19.99, -6.76], [-0.04, -19.20, -7.26], [-0.57, -18.55, -5.93], [0.95, -21.04, -6.62], [1.93, -19.77, -7.54], [-0.77, -19.85, -7.74], [0.17, -18.36, -7.92], [-1.33, -19.11, -5.37], [-0.91, -17.53, -6.10]],
  "mulliken_charge": [0.16, -0.33, -0.20, -0.08, 0.19, -0.77, -0.14, -0.34, -0.63, 0.13, -0.40, -0.07, 0.83, 0.41, 0.36, -0.14, 0.49, -0.95, 0.38, -0.34, -0.66, 0.27, -0.40, -0.55, 0.09, 1.24, 0.21, 0.31, -0.48, 0.77, -0.90, 0.05, -0.66, 0.33, -0.45, 0.90, 0.30, -0.24, -0.38, -0.42, 0.40, -0.26, 0.39, 0.01, -0.67, 0.24, -0.41, 0.13, 0.36, 0.74, -0.18, 0.35, -0.69, 0.47, -0.64, 0.48, -0.62, 0.32, -0.44, 0.84, -0.80, 0.11, 0.56, -0.87, 0.36, 0.43, 0.45, -0.39, -0.61, 0.43, 0.00, 0.39, -0.73, -0.53, -0.06, -0.03, 0.41, 0.28, 0.22, 0.34, -0.65, 0.34, -0.38, 0.30, -0.22, 0.84, 0.36, -0.43, 0.34, -0.02, 0.35, -0.67, -0.59, 0.37, -0.40, 0.00, -0.53, 0.22, 0.34, 0.01, 0.29, 0.18, 0.40, -0.17, -0.61, 0.44, -0.37, -0.63, 0.08, 0.91, 0.31, 0.35, 0.56, -0.37, -0.05, -0.57]
}